Density functional theory data (wB97M-V/def2-TZVPD) for C4H5F2LiO2Ru as an isolated structure at a distorted geometry.

CARTESIAN COORDINATES (ANGSTROEM)
O1 -2.2056 -0.5366 -0.6903
H1 -2.0949 1.3677 -1.5756
F1 0.4509 -1.7853 0.9242
H2 -2.8468 1.3209 0.0443
O2 0.2778 0.5015 -0.7751
C1 1.5343 -0.7155 1.0537
Li1 -1.5100 -0.8025 1.0108
H3 1.4076 -0.0783 1.9386
Ru1 -0.6560 -0.8633 -1.8658
H4 3.4999 -0.3000 0.5414
F2 -0.4572 2.5636 -0.0367
C2 2.6449 -0.9532 0.3757
H5 2.6682 -1.6735 -0.4428
C3 -0.6685 1.0862 0.0675
C4 -2.0447 0.8683 -0.5701

Forces on atoms 1 to 2 (eV/Å):
O -1.26 0.54 1.40
H 0.21 -0.19 0.72

Output
Total energy: -607.77866 Eh
Orbital gap (alpha / beta): 5.4 / 7.0 eV
Spin multiplicity: 7
Highest occupied orbital energy (alpha / beta): -5.87 / -8.30 eV